The following is a DFT calculation (ωB97M-V with the def2-TZVPD basis set) of C31H33AsCl2F2NOPTl as an isolated structure.

Calculated values
total energy	-5200.59685	Ha
ΔE to the lowest compared entry with this formula, charge and spin	9.7	kcal/mol
total charge	+1
LUMO energy	-2.039	eV

Positions of all 73 atoms, in Å:
Tl1 1.29019 -0.73675 0.54302
N1 1.33137 -3.34960 -3.21023
C1 1.47295 -2.58134 -2.11892
O1 0.80783 -2.75934 -1.10086
C2 2.53777 -1.50981 -2.17962
C3 2.22155 -0.29239 -1.32854
H1 0.66197 -4.10037 -3.20234
H2 1.88014 -3.20070 -4.03759
H3 2.70926 -1.21354 -3.21712
H4 3.45393 -1.98682 -1.82431
H5 1.49713 0.36274 -1.81562
H6 3.12842 0.26132 -1.09804
F1 -0.24870 0.49964 2.70637
C4 0.27114 -0.72792 2.45637
F2 1.15076 -1.00672 3.46511
H7 -0.53476 -1.46173 2.49244
Cl1 0.93793 -3.75077 1.75979
C5 2.68036 -3.98441 1.92792
Cl2 3.60137 -2.89643 0.85239
H8 2.91656 -5.00293 1.64998
H9 2.96231 -3.75801 2.94793
C6 4.92633 1.28880 1.23651
P1 3.47602 0.66966 2.17687
C7 4.21381 0.38196 3.81863
C8 2.51404 2.20619 2.35938
C9 2.27457 2.84059 3.57315
C10 1.47832 3.97850 3.62468
C11 0.91854 4.49575 2.46661
C12 1.15446 3.87433 1.24708
C13 1.94208 2.73596 1.19937
H10 5.41036 2.10797 1.76939
H11 4.61185 1.65025 0.25727
H12 5.64467 0.47965 1.09338
H13 4.81993 1.23376 4.13044
H14 4.85001 -0.50194 3.76349
H15 3.43364 0.19494 4.55520
H16 2.69577 2.44891 4.49002
H17 1.29781 4.46276 4.57569
H18 0.30110 5.38365 2.51280
H19 0.72163 4.27034 0.33749
H20 2.13172 2.26924 0.23457
C14 -5.56179 -2.89765 0.72008
C15 -5.57173 -1.51292 0.62739
C16 -4.41844 -0.82700 0.26931
C17 -3.25219 -1.53552 0.00715
C18 -3.23580 -2.92358 0.11979
C19 -4.39379 -3.60397 0.46796
As1 -1.60682 -0.68001 -0.54728
C20 -2.03743 1.20836 -0.60691
C21 -2.16740 2.08522 0.46126
C22 -2.42190 3.42821 0.21299
C23 -2.51336 3.89040 -1.09464
C24 -2.37049 3.01710 -2.16346
C25 -2.14437 1.66616 -1.92620
C26 -2.03319 0.61276 -2.96253
C27 -2.18583 0.79522 -4.33317
C28 -2.13159 -0.29842 -5.18425
C29 -1.92937 -1.57959 -4.68034
C30 -1.75887 -1.76851 -3.31598
C31 -1.80969 -0.67398 -2.46825
H21 -6.46608 -3.42757 0.98966
H22 -6.48121 -0.96253 0.83070
H23 -4.43288 0.25287 0.19116
H24 -2.31775 -3.47350 -0.06206
H25 -4.38320 -4.68328 0.55005
H26 -2.08200 1.73373 1.48117
H27 -2.54569 4.11369 1.04176
H28 -2.70286 4.93935 -1.28307
H29 -2.44832 3.39063 -3.17686
H30 -2.36046 1.78319 -4.74062
H31 -2.26152 -0.15399 -6.24899
H32 -1.91382 -2.42740 -5.35323
H33 -1.60632 -2.76289 -2.91274

Atomic partial charges in e from the Löwdin method, atoms 1 to 6: Tl 0.847; N 0.203; C -0.552; O -0.128; C -0.195; C -0.286



The following is a DFT calculation (ωB97M-V with the def2-TZVPD basis set) of C31H33BN7O7P2SeV as an isolated structure.

Calculated values
total energy	-6164.47534	Ha
multiplicity	3
ΔE to the lowest compared entry with this formula, charge and spin	9.1	kcal/mol
total charge	0
LUMO energy (alpha / beta)	-0.540 / -0.603	eV

Positions of all 83 atoms, in Å:
V1 -0.07395 -0.37416 -0.20206
C1 -3.09089 -3.33597 -1.30853
C2 -2.30919 -4.22601 -2.04328
C3 -0.95739 -3.97555 -2.21588
C4 -0.39143 -2.83960 -1.63790
C5 -1.15528 -1.94602 -0.86825
C6 -2.52151 -2.20322 -0.73548
C7 1.04497 -2.50403 -1.75604
C8 1.96178 -3.22899 -2.56629
C9 3.26282 -2.86931 -2.61359
C10 3.73223 -1.79080 -1.82537
C11 5.08546 -1.37500 -1.83221
C12 5.50045 -0.34597 -1.03930
C13 4.57148 0.28718 -0.17902
C14 3.25900 -0.09628 -0.15067
C15 2.79969 -1.12997 -1.01301
N1 1.45842 -1.47523 -1.02207
H1 -4.15224 -3.52995 -1.18374
H2 -2.75688 -5.11059 -2.48389
H3 -0.35816 -4.67102 -2.79565
H4 -3.15243 -1.52039 -0.17509
H5 1.59827 -4.05290 -3.16319
H6 3.96176 -3.40771 -3.24774
H7 5.78729 -1.89255 -2.48029
H8 6.53605 -0.02569 -1.04970
H9 4.91463 1.07466 0.48622
H10 2.56786 0.38395 0.53930
B1 -2.11952 -0.72646 2.75581
N2 -2.36256 0.41836 1.71582
C16 -3.36050 1.29790 1.83517
C17 -3.35273 2.13779 0.73544
C18 -2.28032 1.69363 -0.02905
N3 -1.67650 0.65144 0.56300
N4 -0.70796 -1.41972 2.58601
C19 -0.26543 -2.28019 3.49539
C20 0.93411 -2.83268 3.06566
C21 1.16098 -2.23285 1.84574
N5 0.16862 -1.36665 1.54097
H11 -2.97578 -1.58545 2.61682
H12 -2.14229 -0.23605 3.86836
H13 -4.01796 1.25669 2.69258
H14 -4.02545 2.95395 0.52348
H15 -1.91487 2.07330 -0.96430
H16 -0.83832 -2.45355 4.39645
H17 1.55106 -3.55720 3.57677
H18 1.98990 -2.38101 1.18143
C22 1.45869 3.72070 -3.54481
C23 0.60720 2.91691 -2.55919
O1 -0.72255 3.48497 -2.45660
P1 1.28162 2.99370 -0.85598
O2 2.85566 3.07537 -1.04988
O3 0.96621 4.48034 -0.39806
O4 0.84753 1.93960 0.09551
P2 0.41283 1.16923 -3.10053
O5 1.94852 0.67978 -3.18540
O6 -0.22924 1.12983 -4.42848
O7 -0.23874 0.46385 -1.92429
H19 1.44231 4.77697 -3.27142
H20 1.03919 3.60390 -4.54593
H21 2.49148 3.37491 -3.55166
H22 -1.23791 3.15610 -3.20479
H23 3.28402 2.25885 -0.73174
H24 0.00933 4.65977 -0.38495
H25 2.15734 0.49680 -4.11677
C24 4.33867 -0.60622 3.62875
N6 4.33919 0.82919 3.41119
C25 3.21785 1.61308 3.39918
Se1 1.48496 1.09372 3.53355
N7 3.68277 2.88743 3.25457
C26 5.07854 2.92920 3.19507
C27 5.98684 3.96650 3.07893
C28 7.33872 3.63062 3.07629
C29 7.75433 2.30300 3.18004
C30 6.83207 1.26606 3.29440
C31 5.49351 1.60987 3.30141
H26 3.30705 -0.94793 3.59400
H27 4.76617 -0.84320 4.60392
H28 4.91684 -1.09984 2.84794
H29 3.04849 3.66508 3.22522
H30 5.65937 4.99685 2.98776
H31 8.08073 4.41614 2.99761
H32 8.81250 2.07459 3.17733
H33 7.15208 0.23353 3.37550

Atomic partial charges in e from the Löwdin method, atoms 1 to 6: V 0.896; C -0.072; C -0.083; C -0.036; C -0.176; C -0.140



The following is a DFT calculation (ωB97M-V with the def2-TZVPD basis set) of C31H33BiGeN6O2Se as an isolated structure.

Calculated values
total energy	-6372.58860	Ha
ΔE to the lowest compared entry with this formula, charge and spin	7.8	kcal/mol
total charge	+2
LUMO energy	-6.744	eV

Positions of all 75 atoms, in Å:
Bi1 -0.60744 -0.73112 -0.18418
C1 -3.62554 1.88601 -3.00164
C2 -3.18173 0.84592 -2.19677
N1 -2.28180 1.06079 -1.24158
C3 -1.84145 2.30471 -1.05107
C4 -2.24483 3.32210 -1.90439
N2 -3.12742 3.11066 -2.87596
C5 -0.99526 2.52592 0.15576
C6 -0.87650 3.78876 0.69524
C7 -0.24840 3.97460 1.92414
C8 0.19634 2.83414 2.58248
C9 0.06415 1.58887 2.00052
N3 -0.47854 1.43991 0.77154
C10 0.39394 0.35674 2.77595
C11 1.16688 0.36067 3.92509
N4 1.33064 -0.73572 4.66633
C12 0.75535 -1.85272 4.24915
C13 0.04198 -1.89282 3.05476
N5 -0.14545 -0.78773 2.34453
C14 -0.12448 5.31326 2.54200
C15 0.97243 5.62613 3.33407
C16 1.04539 6.88883 3.90212
N6 0.10538 7.81982 3.73556
C17 -0.94841 7.51183 2.97820
C18 -1.10552 6.28017 2.35947
H1 -4.37772 1.72779 -3.76607
H2 -3.55783 -0.16518 -2.31267
H3 -1.84714 4.32788 -1.82145
H4 -1.29326 4.63816 0.17244
H5 0.59083 2.91671 3.58589
H6 1.67846 1.25326 4.26557
H7 0.87225 -2.73902 4.86387
H8 -0.38343 -2.81689 2.67566
H9 1.78327 4.92077 3.48056
H10 1.89509 7.16624 4.51696
H11 -1.70238 8.28284 2.86420
H12 -2.00077 6.07970 1.78276
C19 1.67975 -4.45948 -2.15529
C20 1.23909 -3.40035 -1.18557
O1 0.20740 -2.75663 -1.44052
C21 2.04197 -3.15526 0.02530
C22 2.79356 -4.21593 0.55844
C23 3.63234 -4.03670 1.63509
C24 3.78180 -2.75625 2.16783
C25 3.06432 -1.69271 1.65419
C26 2.16515 -1.86956 0.60103
O2 1.51274 -0.78341 0.15465
H13 1.33200 -4.20380 -3.15162
H14 1.21416 -5.41346 -1.88248
H15 2.75800 -4.59244 -2.15123
H16 2.69796 -5.20238 0.11793
H17 4.18797 -4.87206 2.04012
H18 4.47020 -2.58796 2.98773
H19 3.19613 -0.69019 2.04604
C27 1.93012 -1.46685 -5.63530
Ge1 -0.01211 -1.29956 -5.55505
C28 -0.72999 -0.36294 -7.09510
C29 -0.95002 -2.97625 -5.25239
C30 -0.47756 -0.08684 -4.01351
Se1 0.77607 -0.04554 -2.51590
C31 1.22833 1.83823 -2.55970
H20 2.21797 -2.43795 -6.04096
H21 2.38428 -1.35886 -4.65096
H22 2.33640 -0.69529 -6.29218
H23 -0.56979 -0.95773 -7.99784
H24 -0.23201 0.60005 -7.22670
H25 -1.80345 -0.19780 -6.98335
H26 -0.46039 -3.78256 -5.80480
H27 -1.97349 -2.89085 -5.62223
H28 -0.97979 -3.23658 -4.19420
H29 -1.45478 -0.37913 -3.62704
H30 -0.54768 0.94345 -4.37203
H31 1.74999 2.01245 -3.49710
H32 1.89986 2.02935 -1.72302
H33 0.33881 2.45690 -2.50383

Atomic partial charges in e from the Löwdin method, atoms 1 to 6: Bi 1.799; C -0.068; C -0.105; N -0.012; C -0.234; C -0.051